DFT (ωB97M-V/def2-TZVPD) results for a 15-piece molecular cluster, C32H77F9N6O30S3 overall.

The geometry in XYZ format:
```
157
Properties=species:S:1:pos:R:3:forces:R:3:mulliken_charge:R:1
C 3.004 -4.000 -0.275 -0.930 -1.284 -0.386 -1.48
C 1.888 -3.185 -0.964 0.300 1.278 1.904 1.75
C 2.578 -2.037 -1.713 0.448 -1.622 -0.792 -0.83
O 1.684 -1.269 -2.486 0.144 0.315 0.391 -0.57
C 0.887 -0.444 -1.618 0.161 -0.900 0.775 0.37
N 0.953 -3.937 -1.769 -1.463 -1.557 0.727 -0.34
H -0.839 -3.493 -2.380 0.653 0.145 -0.237 0.45
H 1.247 -4.125 -2.716 0.426 -0.061 -0.028 0.27
H 0.699 -4.860 -1.314 0.766 1.271 -0.858 0.11
H 2.734 -4.726 0.540 -0.114 0.857 -0.717 0.26
H 3.795 -3.371 0.042 0.656 0.893 0.717 0.32
H 3.465 -4.604 -1.048 0.090 -0.411 -0.291 0.41
H 1.324 -2.602 -0.182 0.043 -0.895 -0.371 -0.66
H 3.379 -2.548 -2.352 -0.955 1.131 0.305 0.33
H 3.055 -1.399 -0.971 0.321 -0.033 0.010 0.09
H 0.113 -1.006 -1.064 0.773 -0.248 0.162 -0.71
H 0.282 0.150 -2.220 -0.709 1.423 -1.435 0.77
H 1.486 0.206 -0.949 -0.175 -0.463 -0.251 -0.18
C 6.561 1.935 1.140 -0.235 -1.402 -1.764 -1.67
C 5.184 2.458 1.369 -1.430 1.230 -0.491 0.68
C 5.008 3.954 0.955 -1.426 -0.275 -0.075 -1.17
O 5.220 4.258 -0.424 0.866 -0.976 0.424 -0.04
C 5.333 5.654 -0.628 -0.723 -1.090 -1.470 -0.98
N 4.040 1.627 0.782 1.896 1.525 -0.416 1.08
H 4.417 0.884 0.227 0.579 -1.137 -0.791 -0.10
H 3.446 1.270 1.488 -1.035 -0.424 1.135 0.29
H 3.443 2.155 0.117 -0.466 0.349 -0.068 -0.24
H 7.175 2.448 1.828 1.001 0.452 0.709 0.65
H 6.958 2.063 0.101 -0.472 0.009 0.802 0.07
H 6.564 0.857 1.360 0.322 0.291 0.014 0.40
H 4.984 2.391 2.437 -0.013 0.446 0.081 0.29
H 5.642 4.590 1.582 -0.002 -0.152 0.099 0.54
H 3.934 4.198 1.092 0.541 -0.004 0.701 0.63
H 4.638 6.151 0.038 0.083 0.593 0.029 0.43
H 5.080 5.801 -1.692 -0.312 0.163 0.471 0.21
H 6.358 5.958 -0.585 0.739 0.468 0.763 0.28
C -4.642 1.340 -4.961 1.583 0.721 0.046 -1.34
C -3.091 1.910 -4.740 -2.428 -1.022 0.636 0.27
C -3.029 3.398 -4.921 -0.343 1.824 -0.152 -0.81
O -1.675 3.889 -4.641 -1.484 -1.441 -0.392 -0.31
C -1.581 4.966 -3.773 -0.289 0.998 1.463 -0.21
N -2.683 1.805 -3.310 -1.164 -0.768 -0.918 -0.24
H -2.801 0.859 -2.914 0.680 0.653 -0.486 -0.03
H -1.748 2.172 -3.388 0.649 -0.277 1.170 -0.03
H -4.076 2.791 -2.489 -0.516 0.676 0.189 0.38
H -4.730 1.035 -5.985 0.277 -0.553 -0.707 0.45
H -5.354 2.174 -4.963 0.098 -0.107 0.831 0.35
H -4.988 0.467 -4.339 0.701 1.159 -0.267 0.26
H -2.419 1.437 -5.449 0.173 -0.520 0.073 0.51
H -3.838 3.738 -4.221 1.212 0.552 -0.515 0.41
H -3.240 3.839 -5.908 -0.314 -0.726 -0.011 0.38
H -2.079 4.779 -2.766 0.119 0.233 -1.250 -0.01
H -1.956 5.938 -4.241 0.423 -1.072 0.616 0.31
H -0.523 5.012 -3.501 -0.020 0.406 -0.251 0.06
C -6.626 1.553 4.094 1.281 -0.099 -1.133 -1.72
C -5.661 1.459 2.898 2.014 -1.328 1.119 0.11
C -4.348 2.151 3.303 -0.293 0.424 0.089 -0.59
O -3.946 3.082 2.299 -0.091 -0.585 0.082 -0.58
C -3.187 4.192 2.723 1.774 -0.564 0.086 -0.70
N -5.249 0.008 2.513 -0.666 1.150 0.809 -0.32
H -4.985 -0.440 3.400 0.164 0.396 -0.046 0.04
H -6.110 -0.492 2.367 -0.640 -0.175 -0.468 0.30
H -4.240 -2.078 1.369 -0.025 -2.419 -0.022 0.27
H -6.224 1.024 4.946 -0.401 -0.621 0.036 0.45
H -7.562 1.249 3.703 -1.215 -0.718 0.465 0.49
H -6.690 2.569 4.405 -0.238 1.094 -0.001 0.47
H -6.048 1.984 2.048 -0.264 -0.004 -0.663 0.36
H -3.570 1.399 3.511 0.009 0.319 -0.181 0.16
H -4.539 2.712 4.228 0.237 0.005 -0.069 0.47
H -3.813 4.917 3.248 0.115 0.012 0.122 0.31
H -2.800 4.591 1.782 -0.089 0.471 0.221 0.26
H -2.238 3.906 3.308 -1.525 0.251 -0.523 0.15
C 3.622 2.143 -5.361 -1.701 1.013 -1.412 -1.76
C 4.346 1.924 -4.084 1.105 -0.618 0.501 0.79
C 4.863 3.154 -3.304 0.060 1.406 -1.132 -0.20
O 5.990 3.928 -3.864 -0.428 -1.753 0.250 -0.58
C 7.212 3.142 -3.770 -1.560 0.608 -1.517 -0.47
N 3.523 1.151 -3.083 -0.338 -0.016 -1.197 1.30
H 4.106 0.748 -2.284 0.165 0.433 0.061 -0.40
H 2.698 1.755 -2.816 0.350 -0.130 0.123 -0.32
H 3.173 0.311 -3.554 -0.279 0.225 0.174 0.46
H 4.328 2.205 -6.186 0.105 -0.202 -0.051 0.40
H 3.141 3.123 -5.357 -0.243 0.047 0.094 0.32
H 2.795 1.437 -5.669 1.081 0.335 0.692 0.35
H 5.203 1.315 -4.381 0.073 -0.306 0.828 0.44
H 5.135 2.749 -2.330 0.050 0.490 0.250 0.16
H 4.071 3.934 -3.269 0.276 -0.808 0.433 0.15
H 7.240 2.390 -4.582 0.112 0.208 0.420 0.25
H 7.141 2.658 -2.835 0.689 -0.764 1.109 0.07
H 8.048 3.818 -3.882 0.177 0.136 0.179 0.32
C -1.141 -4.297 3.598 -0.907 -1.469 1.301 -1.61
C -1.491 -3.701 2.274 0.984 1.512 -0.325 1.28
C -1.259 -2.170 2.362 -0.346 -0.949 -1.290 -1.41
O -1.245 -1.625 1.040 -0.059 -0.694 0.619 0.37
C -1.355 -0.208 1.015 0.696 0.291 -0.991 -0.70
N -0.662 -4.346 1.166 -1.673 -0.296 -0.043 1.03
H -0.858 -3.851 0.278 -0.008 -0.155 0.268 -0.29
H 0.325 -4.434 1.306 0.895 -0.010 0.505 0.26
H -1.048 -5.308 1.084 0.560 0.247 -0.253 0.19
H -1.617 -5.283 3.682 0.310 -0.092 -0.087 0.42
H -1.607 -3.767 4.433 -0.060 0.394 -0.304 0.42
H -0.094 -4.424 3.892 0.031 0.259 -0.680 0.38
H -2.520 -3.847 1.948 0.225 -0.273 0.392 -0.13
H -0.324 -2.028 2.872 0.653 0.551 0.282 0.42
H -2.085 -1.780 2.975 0.165 0.112 -0.158 0.33
H -1.708 0.095 0.018 0.267 -0.251 0.126 0.03
H -0.380 0.291 1.210 -0.721 -0.265 0.206 0.15
H -2.145 0.075 1.670 -0.431 0.596 0.902 0.37
O -2.424 -3.846 -0.843 0.003 0.484 -1.679 -0.36
C -2.610 -3.096 -2.020 -2.452 2.184 2.131 0.67
O -1.602 -3.074 -2.847 0.192 -0.855 0.402 -0.48
O -3.603 -2.380 -2.122 1.512 -1.608 -0.303 -0.62
H -3.160 -3.604 -0.234 -0.004 -0.017 -0.332 0.21
O -4.235 -3.113 1.374 -2.119 2.442 0.999 -0.60
C -3.926 -7.386 1.191 -0.264 0.634 -1.757 0.82
O -4.283 -8.494 0.925 1.210 3.291 1.418 -0.45
O -3.626 -6.225 1.273 -0.788 -3.895 0.336 -0.44
H -5.067 -3.323 1.925 1.921 0.328 -1.245 0.23
O 6.830 -1.080 -0.696 2.152 -0.621 -0.729 -0.62
C 6.151 -0.363 -1.587 -0.907 1.971 -1.949 0.16
O 5.026 0.080 -1.227 -1.701 -0.307 1.939 -0.40
O 6.580 -0.047 -2.692 1.577 -0.960 -0.014 -0.70
H 6.267 -1.409 -0.022 -1.070 -0.191 0.930 0.36
O -3.816 3.238 -0.435 -1.640 0.566 0.054 -0.16
C -4.956 3.753 -1.050 1.139 -0.461 0.764 0.62
O -5.833 4.401 -0.509 1.205 -1.002 -1.012 -0.62
O -4.876 3.413 -2.347 -0.020 -0.150 0.546 -0.44
H -3.951 3.192 0.546 -0.041 0.066 -0.325 0.55
O 0.110 3.583 -0.937 0.319 -0.145 -0.743 -0.49
C 1.264 3.069 -1.483 0.818 0.490 0.911 -0.10
O 2.068 2.609 -0.598 -0.450 -0.010 -1.086 0.07
O 1.460 3.148 -2.721 -0.447 -0.534 1.071 -0.75
H 0.215 3.496 0.028 -0.063 -0.159 -0.115 0.20
C 1.443 -9.327 1.294 -1.519 -2.232 0.252 0.33
F 2.742 -9.556 1.151 -0.109 -0.104 0.567 -0.20
F 0.769 -10.244 0.498 0.816 0.857 0.630 -0.24
F 1.022 -9.669 2.573 0.981 1.012 -1.374 -0.24
S 1.033 -7.678 0.645 -0.173 1.458 -0.040 1.47
O -0.437 -7.615 0.716 1.081 0.266 0.099 -0.76
O 1.719 -6.695 1.527 -0.970 -1.252 -1.155 -0.72
O 1.584 -7.836 -0.698 -0.410 0.569 1.031 -0.70
C -5.193 -3.487 5.298 1.286 -0.264 0.964 0.53
F -4.918 -4.605 6.035 -0.589 0.641 -0.638 -0.26
F -4.008 -2.788 5.318 -0.899 -0.379 -0.608 -0.23
F -5.461 -3.893 4.042 0.353 0.167 0.118 -0.20
S -6.561 -2.470 5.997 0.664 2.588 1.609 1.05
O -6.438 -1.148 5.419 0.422 -0.184 -1.604 -0.55
O -7.722 -3.184 5.626 -1.436 -1.491 -0.646 -0.66
O -6.253 -2.352 7.396 0.294 -1.282 0.713 -0.69
C 1.077 2.190 4.679 -1.337 1.246 -0.089 0.22
F 0.671 3.411 5.218 0.837 -1.228 -0.767 -0.26
F 2.170 1.799 5.328 -0.158 -0.068 0.146 -0.22
F 0.059 1.360 4.934 0.273 -0.363 0.183 -0.17
S 1.407 2.275 2.841 -2.957 2.057 0.606 1.19
O 0.145 2.846 2.267 2.252 -1.776 0.829 -0.49
O 2.498 3.196 2.858 1.356 0.831 -0.471 -0.71
O 1.793 0.914 2.551 -0.266 -0.673 -0.614 -0.88
```
Positions in Å, forces in eV/Å.

Computed properties:
Multiplicity: 1
Highest occupied orbital energy, eV: -5.30
Total energy, eV: -161767.298
Gap between HOMO and LUMO, eV: 8.533
Charge: -2
LUMO level, eV: 3.2